# C37H40FeN8OS3

C37H40FeN8OS3 as an isolated structure (ωB97M-V/def2-TZVPD, OMol25).

Structure (XYZ):
```
90
Properties=species:S:1:pos:R:3:forces:R:3
Fe -0.82525 -1.47421 0.65649 0.08 -0.96 -0.22
C -2.44405 0.38164 -1.75717 -0.02 0.03 -0.10
C -3.65118 0.61430 -0.85875 -0.03 -0.04 0.00
C -3.61313 -0.15312 0.46527 -0.01 -0.07 0.09
N -2.31930 -0.17805 1.13379 0.01 0.06 -0.29
C -2.08335 0.66055 2.10226 0.03 0.13 0.01
C -2.87782 1.82159 2.36934 -0.03 -0.04 0.00
C -2.93422 2.64258 3.47461 0.03 -0.02 -0.01
C -2.27525 2.56789 4.69728 0.00 0.01 0.04
C -1.31423 1.61360 5.03187 -0.01 0.03 -0.05
C -0.71247 0.63530 4.27512 -0.03 -0.04 -0.05
C -0.87422 0.28032 2.89056 0.04 0.12 0.04
N -0.10075 -0.54438 2.25797 0.23 0.03 -0.02
C 0.95138 -1.24487 2.95711 -0.06 0.01 0.08
C 0.35928 -2.51427 3.62598 -0.05 0.00 -0.06
C -1.13407 -2.79053 3.36265 0.08 -0.05 -0.02
N -1.48526 -2.83775 1.95208 -0.01 0.38 0.08
C -2.42602 -3.61300 1.51719 -0.04 -0.06 -0.01
C -3.34545 -4.29496 2.38550 0.05 -0.05 -0.01
C -4.18682 -5.36100 2.16043 0.01 0.04 -0.01
C -4.42671 -6.08646 0.99771 -0.02 -0.05 -0.03
C -3.93500 -5.75109 -0.26105 -0.01 0.02 0.04
C -3.20315 -4.66329 -0.68650 0.01 0.03 0.03
C -2.59676 -3.57774 0.02958 -0.11 -0.02 0.01
N -2.11920 -2.51156 -0.55343 -0.01 -0.04 -0.01
C -2.56044 -2.29716 -1.92849 0.01 0.03 -0.01
C -2.38333 -0.90982 -2.57909 0.05 -0.01 0.08
H -1.54705 0.46839 -1.14203 -0.05 0.01 0.05
H -2.39918 1.20191 -2.48467 0.01 -0.03 -0.01
H -4.57567 0.34145 -1.38381 -0.01 0.03 0.01
H -3.71683 1.68680 -0.64757 0.03 0.00 0.02
H -3.88565 -1.19355 0.28564 0.02 0.00 -0.02
H -4.37349 0.26261 1.13506 -0.01 -0.03 0.02
H -3.53082 2.11042 1.55602 0.00 -0.01 0.00
H -3.63344 3.47053 3.37701 -0.01 0.00 0.00
H -2.54112 3.29595 5.45508 0.01 0.00 0.00
H -0.96290 1.65516 6.06101 0.00 0.00 0.00
H 0.00634 0.03025 4.81059 -0.01 0.00 0.00
H 1.46126 -0.61257 3.69049 -0.01 0.00 0.00
H 1.67788 -1.55246 2.20993 0.04 0.02 0.03
H 0.47317 -2.45632 4.71390 0.00 -0.01 0.00
H 0.93076 -3.37691 3.28038 -0.01 -0.01 -0.01
H -1.75195 -2.03756 3.86963 0.03 0.04 -0.03
H -1.35719 -3.75299 3.83471 -0.02 0.01 0.01
H -3.36895 -3.89794 3.39246 0.02 -0.01 0.01
H -4.74028 -5.68807 3.03849 0.00 0.00 0.00
H -5.06446 -6.96002 1.07131 0.00 0.01 0.00
H -4.19752 -6.44441 -1.05747 -0.01 0.00 0.00
H -2.98831 -4.66044 -1.74618 0.00 0.00 -0.01
H -3.62756 -2.55612 -1.96661 0.00 -0.02 -0.01
H -2.05669 -3.00866 -2.59604 0.02 0.01 -0.01
H -3.15473 -0.85536 -3.35895 -0.03 -0.01 0.03
H -1.42579 -0.89569 -3.09558 0.01 0.02 -0.02
S 0.98136 -3.25825 0.42352 -0.11 0.05 -0.12
C 2.25149 -2.61136 -0.55558 0.07 -0.11 0.16
C 3.53451 -3.25675 -0.51483 -0.11 0.03 -0.07
N 4.55653 -3.79160 -0.47703 0.02 0.01 0.02
C 2.06908 -1.51527 -1.34581 0.09 0.25 -0.03
S 0.55707 -0.68687 -1.47415 -0.15 -0.03 0.21
C 3.13909 -0.98987 -2.14266 -0.11 -0.41 -0.05
N 3.97350 -0.55337 -2.81405 -0.01 0.15 0.03
C 5.67766 2.42842 -1.67901 0.01 0.02 0.03
C 4.96814 2.57785 -0.33586 0.04 0.00 -0.03
C 3.79361 1.61841 -0.18474 -0.06 0.01 -0.02
N 2.75866 1.89669 -1.16290 -0.11 0.14 -0.04
C 1.48492 2.19358 -0.86664 0.25 -0.16 -0.03
S 0.82465 2.18847 0.63933 -0.11 0.45 0.23
N 0.67240 2.47295 -1.97542 0.06 0.21 -0.03
C 1.01363 2.84924 -3.25155 0.04 0.00 0.13
O 0.30607 2.57929 -4.20178 -0.10 0.14 -0.04
C 2.22520 3.72565 -3.43150 0.03 -0.04 -0.02
C 2.68771 4.57311 -2.42993 -0.05 0.13 -0.01
C 3.76765 5.40787 -2.67156 -0.02 0.01 -0.01
C 4.39963 5.39234 -3.90835 -0.03 -0.01 0.00
C 3.93551 4.55223 -4.91098 0.00 0.01 0.01
C 2.84414 3.72926 -4.67442 0.03 -0.07 -0.03
H 6.58532 3.03507 -1.72067 0.00 0.02 0.01
H 5.03446 2.75033 -2.50151 0.02 -0.05 0.00
H 5.94918 1.38592 -1.85743 -0.02 0.02 -0.02
H 4.60695 3.60412 -0.21415 0.01 0.00 0.03
H 5.66975 2.38730 0.48169 0.01 -0.02 -0.01
H 3.33874 1.69328 0.79967 -0.02 0.01 0.01
H 4.12955 0.58992 -0.32859 0.02 -0.02 0.04
H 2.95531 1.60374 -2.10934 0.02 -0.10 0.02
H -0.27755 2.14383 -1.86343 0.06 -0.13 -0.07
H 2.19620 4.58585 -1.46492 0.01 0.00 -0.01
H 4.12274 6.06546 -1.88792 0.00 0.00 0.00
H 5.25377 6.03355 -4.08895 0.00 0.00 0.00
H 4.42472 4.53704 -5.87680 0.00 -0.01 0.00
H 2.45558 3.07365 -5.44284 0.01 0.00 0.01
```
Forces are in eV/Å.

Values from the calculation:
- Net charge: -2
- Spin multiplicity: 1
- M: 764.83 g mol⁻¹
- LUMO energy (alpha / beta): 4.0 / 4.0 eV
- Energy relative to the best compared isomer or geometry (same formula, charge and spin): 70.6 kJ/mol
- Gap between HOMO and LUMO (alpha / beta): 0.1912 / 0.1912 hartree
- HOMO (alpha / beta): -1.2 / -1.2 eV